(1)
DFT (wB97M-V/def2-TZVPD) results for 2 unconnected molecules or ions with the total composition CHF3NO2S in a non-equilibrium geometry.

Structure (XYZ):
```
9
Properties=species:S:1:pos:R:3
C 3.142 0.052 0.016
N -0.537 -0.478 -0.700
O 0.676 -2.511 -0.885
O 0.147 -1.795 1.450
F 3.559 0.080 -1.291
F 2.977 1.340 0.446
F 4.089 -0.541 0.795
S 0.366 -1.477 0.055
H -0.779 0.368 -0.180
```

The calculation puts the energy relative to the best compared isomer or geometry (same formula, charge and spin) at 74.63 kcal per mole. For the HOMO-LUMO gap (spin up / spin down), the calculation gives 8.04 / 6.33 eV. As for the HOMO energy (spin up / spin down): -4.60 / -3.21 eV. The calculation puts the LUMO energy (spin up / spin down) at 3.45 / 3.12 eV. As for the charge: -1.

Listed below, in e, are the Löwdin charges computed for each atom:
1 C -0.47
2 N -0.26
3 O -0.40
4 O -0.40
5 F 0.00
6 F 0.00
7 F 0.01
8 S 0.52
9 H -0.01

---

(2)
DFT (wB97M-V/def2-TZVPD) results for 2 unconnected molecules or ions with the total composition C2H3BrN2S in a non-equilibrium geometry.

Structure (XYZ):
```
9
Properties=species:S:1:pos:R:3
S 3.327 -2.023 -0.839
N 2.109 -1.709 0.222
N 1.773 -0.632 0.733
Br 2.683 0.858 0.409
H 1.620 -2.562 0.473
C -0.465 1.333 0.157
C -0.966 2.037 -0.663
H 0.005 0.735 0.954
H -1.196 2.848 -1.318
```

The calculation puts the energy relative to the best compared isomer or geometry (same formula, charge and spin) at 109.58 kcal per mole. For the HOMO-LUMO gap (spin up / spin down), the calculation gives 8.48 / 8.48 eV. As for the HOMO energy (spin up / spin down): -9.16 / -9.17 eV. The SMILES is [S-]/[NH+]=N\Br.C#C. The calculation puts the LUMO energy (spin up / spin down) at -0.68 / -0.68 eV. As for the charge: 0.

Listed below, in e, are the Löwdin charges computed for each atom:
1 S 0.50
2 N -0.67
3 N -0.57
4 Br 0.75
5 H 0.09
6 C -0.09
7 C -0.01
8 H -0.01
9 H 0.02

---

(3)
DFT (wB97M-V/def2-TZVPD) results for C20H30N4O in the gas phase in a non-equilibrium geometry.

Structure (XYZ):
```
55
Properties=species:S:1:pos:R:3
C 3.612 0.580 -1.667
C 2.456 1.197 -1.481
C 1.222 0.862 -2.260
C 2.302 2.351 -0.521
N 1.131 2.193 0.319
C 0.464 3.419 0.727
C -1.050 3.230 0.710
C 1.349 1.291 1.439
C 1.485 -0.120 0.989
C 0.505 -0.968 0.493
C -0.941 -0.641 0.491
O -1.404 0.049 1.393
N -1.716 -1.088 -0.518
C -1.287 -1.928 -1.606
C -3.120 -0.720 -0.506
C -3.972 -1.754 0.235
C -5.468 -1.459 0.149
C -5.865 -0.175 0.868
N 1.039 -2.159 0.128
C 2.328 -2.077 0.390
C 3.343 -3.027 0.211
C 4.621 -2.708 0.570
C 4.907 -1.439 1.117
C 3.918 -0.520 1.282
N 2.648 -0.827 0.927
H 4.501 0.851 -1.123
H 3.719 -0.225 -2.375
H 0.355 0.905 -1.605
H 1.080 1.596 -3.054
H 1.298 -0.125 -2.708
H 2.168 3.256 -1.122
H 3.229 2.477 0.068
H 0.791 3.739 1.730
H 0.729 4.217 0.028
H -1.391 3.088 -0.313
H -1.334 2.351 1.283
H -1.544 4.103 1.129
H 2.235 1.590 2.032
H 0.468 1.344 2.081
H -1.326 -1.372 -2.548
H -0.276 -2.281 -1.424
H -1.948 -2.793 -1.686
H -3.457 -0.620 -1.542
H -3.199 0.245 -0.002
H -3.780 -2.743 -0.189
H -3.659 -1.770 1.280
H -6.010 -2.296 0.595
H -5.766 -1.397 -0.901
H -5.508 -0.192 1.895
H -5.444 0.696 0.374
H -6.948 -0.069 0.880
H 3.079 -3.985 -0.205
H 5.421 -3.420 0.443
H 5.916 -1.192 1.404
H 4.095 0.460 1.697
```

The calculation puts the energy relative to the best compared isomer or geometry (same formula, charge and spin) at 35.48 kcal per mole. For the HOMO-LUMO gap, the calculation gives 8.64 eV. As for the HOMO energy: -8.01 eV. The SMILES is C=C(C)CN(CC)Cc1c(C(=O)N(C)CCCC)nc2ccccn12. The calculation puts the LUMO energy at 0.63 eV. As for the charge: 0.

Listed below, in e, are the Löwdin charges computed for each atom:
1 C 0.04
2 C -0.35
3 C -0.05
4 C -0.16
5 N -0.17
6 C -0.24
7 C -0.08
8 C -0.11
9 C -0.12
10 C -0.13
11 C -0.39
12 O 0.04
13 N -0.09
14 C -0.04
15 C -0.16
16 C -0.19
17 C -0.27
18 C -0.11
19 N 0.15
20 C -0.26
21 C 0.01
22 C -0.08
23 C -0.07
24 C -0.06
25 N 0.05
26 H 0.06
27 H 0.07
28 H 0.06
29 H 0.09
30 H 0.08
31 H 0.13
32 H 0.12
33 H 0.12
34 H 0.11
35 H 0.07
36 H 0.05
37 H 0.07
38 H 0.12
39 H 0.12
40 H 0.09
41 H 0.06
42 H 0.09
43 H 0.13
44 H 0.11
45 H 0.11
46 H 0.12
47 H 0.10
48 H 0.10
49 H 0.08
50 H 0.07
51 H 0.07
52 H 0.11
53 H 0.10
54 H 0.10
55 H 0.12

---

(4)
DFT (wB97M-V/def2-TZVPD) results for 2 unconnected molecules or ions with the total composition C2H3ClN2O in a non-equilibrium geometry.

Structure (XYZ):
```
9
Properties=species:S:1:pos:R:3
C 0.662 -0.893 2.124
N 0.928 0.170 2.478
O 1.037 1.247 2.915
H 1.062 -1.720 1.515
H 1.653 0.372 -0.838
N 0.787 0.658 -0.435
C -0.249 -0.001 -0.649
Cl -0.506 -1.245 -1.689
H -1.231 0.484 -0.265
```

The calculation puts the energy relative to the best compared isomer or geometry (same formula, charge and spin) at 91.68 kcal per mole. For the HOMO-LUMO gap, the calculation gives 10.74 eV. As for the HOMO energy: -9.95 eV. The SMILES is C#[N+][O-].[H]/N=C\Cl. The calculation puts the LUMO energy at 0.79 eV. As for the charge: 0.

Listed below, in e, are the Löwdin charges computed for each atom:
1 C 0.08
2 N -0.26
3 O 0.06
4 H 0.09
5 H 0.05
6 N 0.05
7 C -0.86
8 Cl 0.69
9 H 0.11

---

(5)
DFT (wB97M-V/def2-TZVPD) results for 11 unconnected molecules or ions with the total composition C44H77N11 in a non-equilibrium geometry.

Structure (XYZ):
```
132
Properties=species:S:1:pos:R:3
C 3.641 -7.386 -0.317
C 4.955 -7.026 -1.023
C 5.176 -5.536 -1.336
C 3.918 -4.860 -1.653
N 2.951 -4.324 -1.893
H 3.394 -6.734 0.521
H 3.713 -8.410 0.044
H 2.810 -7.306 -1.023
H 5.140 -7.679 -1.874
H 5.741 -7.308 -0.310
H 5.857 -5.445 -2.183
H 5.651 -5.000 -0.515
C 0.462 -2.287 0.052
C -0.815 -1.458 -0.072
C -0.701 -0.013 0.360
C 0.473 0.685 -0.170
N 1.408 1.130 -0.674
H 0.810 -2.683 -0.904
H 0.383 -3.134 0.730
H 1.334 -1.688 0.341
H -1.628 -1.919 0.495
H -1.163 -1.545 -1.102
H -0.752 0.246 1.422
H -1.533 0.538 -0.102
C -1.174 7.180 4.485
C -1.512 6.047 3.501
C -1.441 4.665 4.175
C -1.577 3.530 3.260
N -1.715 2.663 2.522
H -1.424 7.022 5.533
H -1.843 8.013 4.203
H -0.214 7.677 4.374
H -0.735 6.012 2.729
H -2.459 6.244 3.009
H -2.326 4.592 4.831
H -0.619 4.547 4.877
C -5.704 -0.099 1.743
C -5.258 0.617 3.028
C -4.705 -0.356 4.066
C -3.377 -0.826 3.681
N -2.337 -1.190 3.381
H -5.462 0.513 0.873
H -6.787 -0.235 1.662
H -5.290 -1.098 1.586
H -6.099 1.191 3.405
H -4.447 1.266 2.697
H -5.397 -1.196 4.148
H -4.585 0.089 5.056
C -0.664 -5.787 3.175
C -1.498 -4.526 3.137
C -2.945 -4.772 3.562
C -3.701 -5.602 2.621
N -4.297 -6.276 1.909
H -0.992 -6.491 2.407
H -0.814 -6.302 4.133
H 0.418 -5.682 3.110
H -1.544 -4.137 2.116
H -1.085 -3.732 3.756
H -3.487 -3.832 3.688
H -2.992 -5.252 4.545
C 1.940 -2.554 -5.383
C 2.599 -1.454 -4.542
C 1.860 -1.278 -3.199
C 0.495 -0.768 -3.360
N -0.584 -0.384 -3.428
H 1.725 -3.453 -4.808
H 2.524 -2.737 -6.285
H 0.971 -2.198 -5.753
H 2.631 -0.530 -5.119
H 3.608 -1.744 -4.236
H 2.372 -0.572 -2.546
H 1.802 -2.248 -2.703
C 2.431 4.139 -2.807
C 1.168 3.565 -3.494
C 0.553 4.523 -4.523
C 1.585 5.188 -5.335
N 2.375 5.718 -5.984
H 3.323 3.985 -3.420
H 2.660 3.519 -1.936
H 2.294 5.195 -2.580
H 0.452 3.423 -2.686
H 1.533 2.659 -3.970
H -0.073 5.313 -4.110
H -0.031 3.928 -5.229
C -4.905 -5.503 -1.826
C -5.402 -4.073 -1.994
C -4.375 -3.002 -2.278
C -3.595 -3.101 -3.508
N -2.974 -3.128 -4.460
H -4.405 -5.742 -0.889
H -4.269 -5.806 -2.666
H -5.760 -6.182 -1.904
H -6.008 -3.799 -1.120
H -6.179 -4.017 -2.765
H -3.670 -2.860 -1.446
H -4.865 -2.019 -2.284
C 6.487 1.909 -0.238
C 5.639 1.854 -1.510
C 4.781 0.589 -1.617
C 5.599 -0.626 -1.725
N 6.200 -1.597 -1.790
H 6.714 0.914 0.147
H 5.828 2.300 0.545
H 7.349 2.551 -0.367
H 6.255 1.889 -2.418
H 5.050 2.768 -1.603
H 4.078 0.586 -2.450
H 4.178 0.482 -0.706
C 3.124 2.444 3.601
C 3.386 3.515 2.537
C 2.216 4.472 2.379
C 1.993 5.225 3.624
N 1.815 5.789 4.596
H 2.301 1.830 3.236
H 2.811 2.903 4.545
H 3.996 1.848 3.858
H 3.524 3.004 1.585
H 4.287 4.058 2.830
H 1.262 3.987 2.143
H 2.382 5.243 1.621
C -1.934 4.783 -0.488
C -2.430 3.437 -0.971
C -3.747 2.971 -0.317
C -4.951 3.284 -1.078
N -5.900 3.563 -1.658
H -2.699 5.557 -0.631
H -1.136 5.182 -1.124
H -1.601 4.768 0.547
H -1.671 2.681 -0.760
H -2.590 3.409 -2.050
H -3.847 3.220 0.742
H -3.691 1.874 -0.259
```

The calculation puts the energy relative to the best compared isomer or geometry (same formula, charge and spin) at 42.51 kcal per mole. For the HOMO-LUMO gap, the calculation gives 11.23 eV. As for the HOMO energy: -11.05 eV. The SMILES is CCCC#N.CCCC#N.CCCC#N.CCCC#N.CCCC#N.CCCC#N.CCCC#N.CCCC#N.CCCC#N.CCCC#N.CCCC#N. The calculation puts the LUMO energy at 0.18 eV. As for the charge: 0.

Atomic partial charges in e from the Löwdin method, atoms 1 to 99:
1 C -0.12
2 C -0.25
3 C -0.17
4 C -0.23
5 N 0.18
6 H 0.08
7 H 0.07
8 H 0.07
9 H 0.11
10 H 0.10
11 H 0.12
12 H 0.12
13 C -0.08
14 C -0.24
15 C -0.19
16 C -0.22
17 N 0.18
18 H 0.04
19 H 0.06
20 H 0.07
21 H 0.09
22 H 0.08
23 H 0.09
24 H 0.10
25 C -0.11
26 C -0.25
27 C -0.19
28 C -0.21
29 N 0.18
30 H 0.08
31 H 0.07
32 H 0.06
33 H 0.09
34 H 0.11
35 H 0.13
36 H 0.11
37 C -0.10
38 C -0.24
39 C -0.18
40 C -0.22
41 N 0.18
42 H 0.05
43 H 0.08
44 H 0.07
45 H 0.11
46 H 0.08
47 H 0.12
48 H 0.12
49 C -0.11
50 C -0.28
51 C -0.20
52 C -0.22
53 N 0.15
54 H 0.08
55 H 0.08
56 H 0.07
57 H 0.09
58 H 0.10
59 H 0.09
60 H 0.12
61 C -0.10
62 C -0.24
63 C -0.20
64 C -0.24
65 N 0.16
66 H 0.07
67 H 0.07
68 H 0.07
69 H 0.11
70 H 0.10
71 H 0.07
72 H 0.06
73 C -0.12
74 C -0.24
75 C -0.18
76 C -0.25
77 N 0.14
78 H 0.07
79 H 0.04
80 H 0.08
81 H 0.09
82 H 0.10
83 H 0.11
84 H 0.12
85 C -0.10
86 C -0.27
87 C -0.21
88 C -0.24
89 N 0.15
90 H 0.05
91 H 0.07
92 H 0.07
93 H 0.11
94 H 0.11
95 H 0.11
96 H 0.12
97 C -0.09
98 C -0.25
99 C -0.20

---

- Look up the charge of the second one.
  0

---

- Which of these has the highest energy relative to the best compared isomer or geometry (same formula, charge and spin)?
  C2H3BrN2S

---

Copy entry 1 word for word.
DFT (wB97M-V/def2-TZVPD) results for 2 unconnected molecules or ions with the total composition CHF3NO2S in a non-equilibrium geometry.

Structure (XYZ):
```
9
Properties=species:S:1:pos:R:3
C 3.142 0.052 0.016
N -0.537 -0.478 -0.700
O 0.676 -2.511 -0.885
O 0.147 -1.795 1.450
F 3.559 0.080 -1.291
F 2.977 1.340 0.446
F 4.089 -0.541 0.795
S 0.366 -1.477 0.055
H -0.779 0.368 -0.180
```

The calculation puts the energy relative to the best compared isomer or geometry (same formula, charge and spin) at 74.63 kcal per mole. For the HOMO-LUMO gap (spin up / spin down), the calculation gives 8.04 / 6.33 eV. As for the HOMO energy (spin up / spin down): -4.60 / -3.21 eV. The calculation puts the LUMO energy (spin up / spin down) at 3.45 / 3.12 eV. As for the charge: -1.

Listed below, in e, are the Löwdin charges computed for each atom:
1 C -0.47
2 N -0.26
3 O -0.40
4 O -0.40
5 F 0.00
6 F 0.00
7 F 0.01
8 S 0.52
9 H -0.01

---

- Among the records above, which one has the highest energy relative to the best compared isomer or geometry (same formula, charge and spin)?
  C2H3BrN2S